{"formula": "C2H3N2O", "method": "wB97M-V/def2-TZVPD", "species": ["C", "H", "O", "H", "H", "N", "N", "C"], "coordinates": [[-2.2275, -0.5449, -0.0490], [1.3815, -0.4591, -0.9018], [-0.1997, 1.5574, -0.7049], [1.9678, 0.6443, 0.4717], [1.2405, -0.8711, 0.8531], [-0.0811, 0.8912, 0.3211], [-3.1911, -1.2108, -0.1414], [1.1096, -0.0069, 0.1512]], "gap_ev": [8.1, 8.1], "e_above_lowest_ev": 2.525, "charge": -1, "energy_ev": -7147.3404, "e_homo_ev": [-4.05, -4.05], "max_force_ev_per_a": 2.735}

***

{"formula": "C2H3N2O", "method": "wB97M-V/def2-TZVPD", "species": ["O", "C", "H", "H", "N", "H", "C", "N"], "coordinates": [[-1.9029, 1.9236, 0.0665], [-0.2385, 0.1414, -0.0417], [-0.3773, -0.5103, 0.8263], [-0.0668, -0.2577, -1.1337], [-3.5259, -1.4982, 0.1516], [0.7993, 0.7536, 0.0186], [-1.2769, 1.0036, -0.0563], [-2.8099, -0.7097, -0.1757]], "gap_ev": 14.0, "e_above_lowest_ev": 0.582, "charge": 1, "energy_ev": -7141.8000, "e_homo_ev": -19.55, "max_force_ev_per_a": 5.664}

***

{"formula": "C2H3N2O2", "method": "wB97M-V/def2-TZVPD", "species": ["H", "O", "H", "N", "C", "O", "H", "C", "N"], "coordinates": [[-1.9341, 0.6494, 0.0498], [1.9739, -1.2324, 0.2307], [-0.0133, -1.5258, 0.0740], [-0.1813, 0.2350, -0.9635], [-1.0038, 0.2446, 0.2615], [1.3480, 1.6515, -0.0908], [-0.5667, 0.4677, 1.3216], [1.1186, 0.5189, -0.4531], [-0.7412, -1.0089, -0.4302]], "gap_ev": [7.8, 7.9], "e_above_lowest_ev": 5.028, "charge": -1, "energy_ev": -9192.6760, "e_homo_ev": [-3.58, -3.70], "max_force_ev_per_a": 4.606}

***

{"formula": "C2H3N2O2", "method": "wB97M-V/def2-TZVPD", "species": ["O", "C", "N", "H", "H", "H", "O", "N", "C"], "coordinates": [[-0.1378, 2.0213, -1.1001], [0.6545, 1.4417, -0.4065], [-0.0960, 0.3366, 0.3782], [0.2000, -1.3733, 1.5868], [-1.7161, -1.0636, 0.2939], [-0.5898, -1.2393, -1.2023], [1.8647, 1.6475, -0.2195], [0.5032, -0.9238, 0.7690], [-0.6827, -0.8471, -0.0995]], "gap_ev": 8.4, "e_above_lowest_ev": 0.873, "charge": -1, "energy_ev": -9196.8307, "e_homo_ev": -4.04, "smiles": "O=C([O-])N1CN1", "max_force_ev_per_a": 3.282}

***

{"formula": "C2H3N2O2", "method": "wB97M-V/def2-TZVPD", "species": ["H", "C", "O", "C", "O", "N", "H", "N", "H"], "coordinates": [[-0.6980, 1.1589, 1.4334], [1.5876, -0.1750, -0.4466], [0.1078, -1.8905, 0.2414], [-1.8201, 0.5423, 0.1573], [-2.8200, 0.5646, -0.4280], [-0.6761, 0.6169, 0.5807], [1.4535, 0.8511, -0.2887], [0.6705, -0.9464, -0.0886], [2.1948, -0.7220, -1.1609]], "gap_ev": 8.9, "e_above_lowest_ev": 4.618, "charge": 1, "energy_ev": -9185.7066, "e_homo_ev": -16.31, "max_force_ev_per_a": 3.687}

***

{"formula": "C2H3N2O2P", "method": "wB97M-V/def2-TZVPD", "species": ["P", "C", "H", "N", "N", "H", "O", "O", "C", "H"], "coordinates": [[-1.3668, -1.2809, 0.7471], [-0.2221, 0.1716, 0.2955], [0.1216, 0.8911, 1.1102], [-0.1402, -2.5011, 0.9139], [-2.2593, -2.0776, -1.9530], [0.6942, -0.2697, -0.2797], [-0.3252, -3.6270, 0.4979], [0.7158, -2.1058, 1.6922], [-1.7265, -1.7712, -0.9476], [-0.6573, 0.8975, -0.4961]], "gap_ev": 10.3, "e_above_lowest_ev": 4.469, "charge": 0, "energy_ev": -18482.5185, "e_homo_ev": -11.03, "smiles": "CP(C#N)[N+](=O)[O-]", "max_force_ev_per_a": 3.397}